Record 1
{"formula": "C56H140As2F12N10O16", "method": "ωB97M-V/def2-TZVPD", "charge": 2, "energy_ha": -9638.11470, "lumo_energy_ha": -0.10447, "species": ["C", "C", "N", "C", "C", "C", "C", "C", "O", "C", "H", "H", "H", "H", "H", "H", "H", "H", "H", "H", "H", "H", "H", "H", "H", "H", "H", "H", "H", "H", "C", "C", "N", "C", "C", "C", "C", "C", "O", "C", "H", "H", "H", "H", "H", "H", "H", "H", "H", "H", "H", "H", "H", "H", "H", "H", "H", "H", "H", "H", "C", "C", "N", "C", "C", "C", "C", "C", "O", "C", "H", "H", "H", "H", "H", "H", "H", "H", "H", "H", "H", "H", "H", "H", "H", "H", "H", "H", "H", "H", "C", "C", "N", "C", "C", "C", "C", "C", "O", "C", "H", "H", "H", "H", "H", "H", "H", "H", "H", "H", "H", "H", "H", "H", "H", "H", "H", "H", "H", "H", "C", "C", "N", "C", "C", "C", "C", "C", "O", "C", "H", "H", "H", "H", "H", "H", "H", "H", "H", "H", "H", "H", "H", "H", "H", "H", "H", "H", "H", "H", "C", "C", "N", "C", "C", "C", "C", "C", "O", "C", "H", "H", "H", "H", "H", "H", "H", "H", "H", "H", "H", "H", "H", "H", "H", "H", "H", "H", "H", "H", "C", "C", "N", "C", "C", "C", "C", "C", "O", "C", "H", "H", "H", "H", "H", "H", "H", "H", "H", "H", "H", "H", "H", "H", "H", "H", "H", "H", "H", "H", "N", "O", "O", "O", "N", "O", "O", "O", "N", "O", "O", "O", "As", "F", "F", "F", "F", "F", "F", "As", "F", "F", "F", "F", "F", "F"], "positions_angstrom": [[15.115, 17.814, 23.915], [15.060, 18.705, 22.701], [15.199, 20.245, 22.923], [13.881, 20.882, 23.401], [16.295, 20.530, 23.964], [17.652, 20.176, 23.450], [15.544, 20.758, 21.519], [15.710, 22.230, 21.282], [16.903, 22.680, 21.878], [17.537, 23.761, 21.207], [16.127, 17.793, 24.328], [14.760, 16.809, 23.663], [14.431, 18.228, 24.610], [14.161, 18.491, 22.088], [15.944, 18.390, 22.104], [13.961, 21.969, 23.390], [13.785, 20.559, 24.486], [12.991, 20.558, 22.812], [15.899, 20.010, 24.842], [16.352, 21.581, 24.199], [17.982, 20.970, 22.827], [17.636, 19.249, 22.869], [18.335, 20.002, 24.277], [14.721, 20.444, 20.921], [16.413, 20.150, 21.223], [14.848, 22.852, 21.488], [15.803, 22.262, 20.161], [17.579, 23.641, 20.120], [18.513, 23.678, 21.642], [17.111, 24.664, 21.607], [14.496, 11.202, 17.010], [15.133, 11.294, 18.403], [16.293, 12.268, 18.586], [17.361, 12.187, 17.573], [15.645, 13.741, 18.451], [16.616, 14.857, 18.732], [16.704, 12.110, 20.016], [17.486, 10.834, 20.425], [18.886, 11.018, 20.071], [19.627, 9.880, 20.013], [13.820, 10.276, 17.122], [15.408, 11.012, 16.415], [13.913, 12.068, 16.725], [15.628, 10.358, 18.666], [14.411, 11.564, 19.193], [17.022, 12.495, 16.624], [17.973, 11.269, 17.560], [18.013, 12.975, 17.880], [14.831, 13.681, 19.095], [15.466, 13.818, 17.385], [16.663, 14.920, 19.854], [16.202, 15.836, 18.456], [17.612, 14.721, 18.253], [15.808, 12.275, 20.646], [17.445, 12.911, 20.194], [17.153, 9.847, 19.958], [17.401, 10.701, 21.513], [19.686, 9.294, 20.970], [20.627, 10.114, 19.725], [19.197, 9.184, 19.288], [18.484, 15.448, 24.825], [16.997, 15.144, 24.992], [16.564, 13.888, 25.725], [15.062, 14.000, 25.781], [16.944, 12.666, 24.873], [16.588, 11.256, 25.442], [17.185, 13.743, 27.130], [16.982, 14.855, 28.137], [17.469, 16.070, 27.689], [17.293, 17.142, 28.585], [18.967, 14.738, 24.162], [18.883, 15.533, 25.814], [18.453, 16.430, 24.364], [16.502, 15.095, 24.013], [16.403, 15.857, 25.531], [14.615, 13.971, 24.743], [14.772, 14.943, 26.240], [14.557, 13.202, 26.338], [18.061, 12.768, 24.793], [16.550, 12.912, 23.898], [15.514, 11.200, 25.715], [17.268, 11.000, 26.254], [16.585, 10.474, 24.626], [18.315, 13.533, 26.986], [16.654, 12.883, 27.546], [17.511, 14.426, 29.075], [15.886, 14.965, 28.327], [17.983, 17.072, 29.475], [16.290, 17.098, 28.984], [17.446, 18.022, 27.922], [21.310, 15.388, 15.086], [22.597, 15.461, 15.832], [22.544, 15.477, 17.375], [23.903, 15.470, 17.896], [21.755, 16.715, 17.836], [22.274, 18.014, 17.172], [21.762, 14.218, 17.801], [21.489, 14.099, 19.281], [22.534, 13.444, 20.007], [22.114, 13.472, 21.384], [20.512, 15.948, 15.532], [21.000, 14.300, 15.083], [21.357, 15.817, 14.113], [23.183, 16.379, 15.521], [23.239, 14.689, 15.487], [24.436, 16.358, 17.517], [24.429, 14.572, 17.514], [23.842, 15.377, 18.959], [21.865, 16.692, 18.940], [20.693, 16.576, 17.696], [22.067, 18.831, 17.808], [21.858, 18.290, 16.201], [23.334, 17.859, 17.126], [22.343, 13.337, 17.425], [20.806, 14.364, 17.271], [20.564, 13.553, 19.411], [21.306, 15.096, 19.701], [23.020, 13.142, 21.895], [21.235, 12.863, 21.540], [21.843, 14.514, 21.529], [8.382, 14.889, 21.018], [9.638, 14.295, 20.445], [10.171, 14.988, 19.233], [11.487, 14.298, 18.954], [9.248, 14.839, 18.006], [9.166, 13.438, 17.508], [10.391, 16.469, 19.443], [11.146, 16.821, 20.738], [10.305, 17.146, 21.816], [9.804, 18.479, 21.755], [8.546, 15.940, 21.275], [8.096, 14.383, 21.933], [7.574, 14.645, 20.278], [9.530, 13.221, 20.114], [10.490, 14.225, 21.135], [12.139, 14.422, 19.849], [11.943, 14.765, 18.101], [11.255, 13.235, 18.783], [9.747, 15.418, 17.240], [8.294, 15.404, 18.199], [9.019, 12.608, 18.236], [10.061, 13.337, 16.895], [8.281, 13.282, 16.858], [9.442, 16.907, 19.266], [11.122, 16.721, 18.618], [11.824, 17.657, 20.457], [11.768, 16.020, 20.960], [8.895, 18.654, 22.384], [9.458, 18.742, 20.771], [10.570, 19.207, 22.091], [15.086, 11.811, 10.426], [13.654, 12.252, 10.583], [13.289, 13.043, 11.928], [13.984, 14.357, 11.879], [11.776, 13.205, 11.911], [11.197, 13.916, 10.713], [13.911, 12.344, 13.196], [13.097, 11.198, 13.641], [13.322, 10.205, 12.662], [12.447, 9.029, 12.811], [15.231, 11.304, 9.423], [15.374, 11.176, 11.250], [15.834, 12.486, 10.365], [12.941, 11.396, 10.421], [13.445, 12.994, 9.849], [13.819, 14.827, 10.903], [15.038, 14.314, 12.005], [13.598, 15.072, 12.693], [11.539, 13.758, 12.830], [11.464, 12.150, 11.900], [11.402, 15.039, 10.722], [10.138, 13.863, 10.840], [11.431, 13.457, 9.766], [14.066, 13.087, 13.973], [14.931, 12.056, 12.907], [12.106, 11.522, 13.736], [13.399, 10.873, 14.662], [11.417, 9.330, 13.041], [12.702, 8.307, 13.560], [12.499, 8.513, 11.895], [13.970, 17.880, 17.208], [14.639, 18.128, 15.902], [15.730, 19.190, 16.010], [16.261, 19.400, 14.621], [15.203, 20.431, 16.630], [14.119, 21.168, 15.772], [16.933, 18.655, 16.895], [18.281, 19.146, 16.503], [18.597, 20.435, 16.997], [18.639, 20.548, 18.392], [14.644, 17.406, 17.967], [13.090, 17.207, 17.110], [13.563, 18.750, 17.638], [13.936, 18.401, 15.146], [15.067, 17.223, 15.490], [15.486, 19.719, 13.908], [16.758, 18.504, 14.278], [16.856, 20.305, 14.771], [16.043, 21.126, 16.868], [14.756, 20.149, 17.514], [14.164, 20.876, 14.711], [14.290, 22.250, 15.750], [13.136, 20.978, 16.223], [16.786, 17.626, 16.878], [16.823, 19.023, 17.978], [18.490, 19.262, 15.438], [19.012, 18.465, 16.963], [19.289, 21.394, 18.622], [19.024, 19.545, 18.788], [17.680, 20.605, 18.779], [14.108, 13.417, 22.266], [14.310, 12.555, 23.164], [14.432, 14.604, 22.502], [13.570, 13.032, 21.186], [12.220, 14.903, 15.590], [11.527, 15.905, 16.050], [11.817, 13.722, 15.706], [13.327, 15.100, 15.109], [18.669, 16.636, 20.467], [19.409, 15.687, 20.295], [18.023, 16.782, 21.522], [18.474, 17.541, 19.558], [17.540, 14.634, 14.285], [18.616, 13.370, 14.596], [17.828, 15.392, 15.792], [16.476, 15.970, 13.876], [17.054, 13.954, 12.702], [16.159, 13.701, 14.916], [18.848, 15.490, 13.584], [12.117, 21.279, 19.214], [11.608, 22.866, 18.933], [10.640, 20.890, 20.016], [12.730, 19.575, 19.484], [13.576, 21.742, 18.533], [12.875, 21.823, 20.694], [11.465, 20.677, 17.725]], "mulliken_charge": [-1.30, 0.20, 0.38, -0.76, -0.51, -1.10, -0.22, -0.89, -0.24, -0.89, 0.20, 0.26, 0.45, 0.28, -0.06, 0.39, 0.48, 0.06, 0.80, 0.49, 0.25, 0.09, 0.46, -0.42, 0.85, 0.55, 0.21, 0.38, 0.29, 0.28, -1.15, -0.78, 1.27, -0.20, 0.33, 0.29, 0.44, -1.04, -0.07, -0.95, 0.40, 0.43, 0.29, 0.55, 0.36, 0.04, 0.28, -0.46, 0.06, -0.30, 0.03, -0.29, -0.25, -0.52, 0.28, 0.41, 0.38, 0.31, 0.26, 0.37, -1.72, -0.87, 1.10, -0.62, -0.19, -1.38, -0.64, -0.84, -0.17, -0.79, 0.37, 0.42, 0.25, 0.55, 0.82, -0.17, 0.49, 0.39, 0.29, 0.22, 0.29, 0.39, 0.37, 0.37, 0.47, 0.37, 0.44, 0.25, 0.38, 0.21, -0.76, -0.67, 0.05, -0.97, -0.03, -1.65, 0.14, 0.23, -0.55, -0.53, -0.18, 0.25, 0.63, 0.48, 0.52, 0.49, 0.35, 0.33, 0.44, 0.11, 0.45, 0.31, 0.52, 0.43, 0.00, -0.07, -0.07, 0.39, 0.10, 0.29, -1.17, -0.31, 0.56, -0.27, -0.26, -0.81, -0.75, 0.76, -0.41, -0.51, 0.10, 0.45, 0.33, 0.58, 0.31, -0.07, -0.51, 0.71, 0.37, 0.54, 0.29, -0.07, 0.37, 0.90, -0.12, -0.66, 0.04, 0.34, 0.33, -0.04, -1.67, -0.40, 1.09, -0.92, -0.03, -1.46, 0.55, -0.87, -0.31, -0.92, 0.38, 0.36, 0.49, 0.31, 0.62, 0.42, 0.31, 0.13, 0.07, 0.34, 0.31, 0.51, 0.31, -0.91, 0.43, 0.41, 0.40, 0.35, 0.31, 0.33, 1.03, -0.68, 1.48, -1.36, -0.44, -1.31, 0.99, -0.10, -0.48, -0.15, -0.12, -0.25, -0.57, 0.30, 0.30, 0.45, 0.20, 0.53, 0.72, -0.02, 0.25, 0.35, 0.22, -0.34, -0.79, 0.66, -0.36, 0.42, 0.13, -0.18, 0.73, -0.65, -0.49, -0.68, 0.87, -0.79, -0.65, -0.46, -0.14, -0.33, -0.25, -0.11, 1.99, -0.45, -0.31, -0.44, -0.59, -0.50, -0.49, 1.99, -0.48, -0.44, -0.66, -0.38, -0.40, -0.53]}

***

Record 2
{"formula": "C5H12O2", "method": "ωB97M-V/def2-TZVPD", "smiles": "CC(C)CC(O)O", "energy_ha": -348.18508, "relative_energy_kcal_mol": 12.4, "lumo_energy_ha": 0.03141, "species": ["C", "C", "C", "C", "C", "O", "O", "H", "H", "H", "H", "H", "H", "H", "H", "H", "H", "H", "H"], "positions_angstrom": [[0.803, -0.522, -1.641], [-0.627, 0.064, 0.449], [0.385, -0.889, -0.199], [-0.012, 1.423, 0.778], [-1.186, -0.573, 1.721], [1.581, 0.651, -1.703], [-0.282, -0.348, -2.487], [2.360, 0.553, -1.149], [-0.616, 0.546, -2.348], [1.372, -1.371, -2.059], [-1.457, 0.207, -0.251], [1.286, -0.950, 0.417], [-0.056, -1.886, -0.249], [0.798, 1.306, 1.496], [0.384, 1.902, -0.113], [-1.922, 0.083, 2.180], [-0.387, -0.748, 2.440], [-1.664, -1.524, 1.500], [-0.762, 2.078, 1.215]], "mulliken_charge": [-0.24, 0.73, -0.62, -1.40, -1.60, -0.52, -0.55, 0.33, 0.37, 0.36, 0.22, 0.33, 0.35, 0.30, 0.38, 0.40, 0.35, 0.40, 0.41]}

***

Record 3
{"formula": "C2H3F2N", "method": "ωB97M-V/def2-TZVPD", "energy_ha": -332.39494, "relative_energy_kcal_mol": 39.5, "lumo_energy_ha": 0.00959, "species": ["C", "C", "N", "F", "F", "H", "H", "H"], "positions_angstrom": [[0.238, 0.276, -0.643], [1.476, 0.163, 0.132], [-0.710, 1.004, -0.354], [2.346, 1.148, 0.143], [2.161, -0.964, -0.259], [0.455, -0.308, -1.515], [1.613, -0.085, 1.606], [-1.548, 0.984, -0.974]], "mulliken_charge": [-0.01, 0.21, -0.51, -0.20, -0.24, 0.33, 0.14, 0.28]}

***

Record 4
{"formula": "C7H6ClN3O2", "method": "ωB97M-V/def2-TZVPD", "smiles": "O=[N+]([O-])[C@@]1(Cl)C=Cc2[nH]ncc2C1", "energy_ha": -1045.12853, "relative_energy_kcal_mol": 0.0, "lumo_energy_ha": -0.01977, "species": ["C", "C", "C", "C", "C", "C", "C", "N", "N", "N", "O", "O", "Cl", "H", "H", "H", "H", "H", "H"], "positions_angstrom": [[0.525, -2.568, -0.140], [0.201, -1.147, -0.123], [0.826, -0.649, 1.009], [0.875, 0.769, 1.180], [0.400, 1.648, 0.311], [-0.685, -0.335, -0.910], [-0.501, 1.208, -0.786], [1.308, -2.848, 0.923], [1.520, -1.671, 1.504], [-1.835, 1.837, -0.669], [-1.918, 2.908, -0.043], [-2.734, 1.308, -1.259], [0.030, 1.822, -2.425], [0.254, -3.418, -0.695], [1.499, 1.119, 1.871], [0.797, 2.603, 0.476], [-0.742, -0.452, -2.004], [-1.810, -0.409, -0.619], [1.992, -1.724, 2.398]], "mulliken_charge": [-0.94, 0.83, 0.22, -0.72, -0.98, -0.85, 0.97, -0.83, 0.26, 0.89, -0.57, -0.54, -0.17, 0.50, 0.55, 0.42, 0.41, 0.32, 0.22]}

***

Record 5
{"formula": "C8H12N3S", "method": "ωB97M-V/def2-TZVPD", "charge": 1, "energy_ha": -874.13633, "relative_energy_kcal_mol": 71.7, "lumo_energy_ha": [-0.14703, -0.15199], "species": ["C", "C", "C", "C", "C", "C", "C", "C", "N", "N", "N", "S", "H", "H", "H", "H", "H", "H", "H", "H", "H", "H", "H", "H"], "positions_angstrom": [[-1.031, 1.277, -0.135], [0.872, 0.832, 1.092], [0.349, -0.692, -0.777], [-1.831, -0.315, -1.500], [1.941, -2.241, 0.473], [-0.986, 2.362, 0.875], [1.649, -1.362, -0.835], [0.123, 1.876, 1.805], [-2.001, 0.836, -0.805], [0.181, 0.462, 0.042], [-0.642, -0.976, -1.540], [-3.236, -0.754, -2.463], [1.802, 0.233, 1.494], [1.020, -2.900, 0.796], [2.198, -1.391, 1.166], [2.748, -2.922, 0.436], [-0.882, 3.394, 0.458], [-1.938, 2.671, 1.274], [1.661, -1.897, -1.736], [2.483, -0.608, -0.836], [-0.397, 1.375, 2.610], [0.807, 2.657, 2.166], [-0.713, -1.880, -2.134], [-4.175, -0.039, -1.926]], "mulliken_charge": [0.38, -0.07, 0.70, 0.07, -0.67, -0.64, -1.19, -0.70, -0.43, 0.16, -0.03, -0.25, 0.22, 0.25, 0.13, 0.39, 0.31, 0.38, 0.41, 0.31, 0.29, 0.40, 0.38, 0.20]}